No. 1
Computed, not measured: a cluster of 5 separate species, C25H62N5O10P in total, with wB97M-V/def2-TZVPD.

Last column: Mulliken charge in e.
Cartesian coordinates (Å):
C  -1.84172  1.80693  0.21239  -0.56
C  -0.49027  2.46025  0.04135  0.40
O  -0.37171  3.48268  -0.57637  -0.57
O  0.62059  1.89830  0.64008  -0.21
C  0.72572  0.49583  0.32972  -0.84
C  2.10405  -0.09191  0.65106  0.23
C  1.92353  -1.57322  0.42801  0.04
O  1.77473  -2.36728  1.32401  -0.71
O  1.87803  -1.89048  -0.88141  0.05
C  2.04498  -3.29333  -1.17793  0.87
N  3.22253  -3.81891  -0.51199  -0.60
C  0.73321  -4.06782  -0.88429  -1.20
O  -0.29241  -3.21770  -0.37763  -0.32
O  -1.37453  -3.16550  -1.31736  -0.16
P  2.36262  -3.44830  -3.02511  -0.02
C  1.12097  -2.29923  -3.76374  -0.66
C  4.00446  -2.62519  -3.23314  -1.09
H  -2.39426  1.94526  -0.71277  0.24
H  -1.81639  0.74113  0.42882  0.33
H  -2.39452  2.28872  1.01756  0.24
H  0.01260  -0.04839  0.95672  0.39
H  0.46338  0.29758  -0.71103  0.53
H  2.84320  0.29996  -0.04747  -0.01
H  2.39860  0.11112  1.67612  0.17
H  3.69288  -4.47469  -1.13033  0.32
H  2.93513  -4.37458  0.28913  0.27
H  0.89209  -4.88264  -0.17267  0.30
H  0.36272  -4.51702  -1.80665  0.50
H  -2.08942  -3.62308  -0.85031  0.24
H  0.31788  -2.17371  -3.03556  -0.11
H  0.72806  -2.70170  -4.69010  0.35
H  1.56845  -1.31462  -3.90466  0.40
H  4.67065  -3.32418  -3.73351  0.33
H  3.92425  -1.73245  -3.85616  0.33
H  4.43210  -2.32623  -2.27660  0.40
C  -5.40463  2.14153  -0.42447  -0.72
O  -4.87715  2.93782  0.62050  -0.28
C  -5.32844  4.27967  0.64277  -0.74
C  -6.71349  4.48985  1.26920  0.37
C  -7.87427  4.05806  0.37768  -1.39
N  -6.84396  3.83050  2.57184  -0.74
H  -5.55075  2.72586  -1.33771  0.36
H  -6.34783  1.67265  -0.13548  0.24
H  -4.68789  1.34590  -0.62848  0.23
H  -4.59738  4.81581  1.25355  0.33
H  -5.28058  4.71016  -0.36629  0.41
H  -6.81415  5.56676  1.43423  0.41
H  -8.00988  2.97693  0.38011  0.29
H  -8.80320  4.49892  0.73841  0.34
H  -7.72448  4.38373  -0.65377  0.34
H  -6.15429  4.21031  3.21377  0.27
H  -6.57574  2.85656  2.45740  0.33
C  -6.11667  -0.75622  -3.85179  -0.70
O  -5.20499  -1.41056  -2.99023  -0.29
C  -4.87087  -2.73588  -3.35273  -0.66
C  -3.80022  -2.86334  -4.44556  0.41
C  -4.30712  -2.55168  -5.85083  -1.54
N  -2.62196  -2.03871  -4.16724  -0.56
H  -6.86054  -1.45230  -4.25050  0.32
H  -5.60390  -0.25906  -4.67842  0.28
H  -6.63058  0.00586  -3.26616  0.22
H  -4.47462  -3.18858  -2.43911  0.22
H  -5.77781  -3.29486  -3.62116  0.44
H  -3.47883  -3.90978  -4.44092  0.39
H  -4.39475  -1.47939  -6.02336  0.29
H  -3.60863  -2.94014  -6.59155  0.38
H  -5.28140  -3.01011  -6.03328  0.36
H  -2.21347  -2.33020  -3.28285  0.16
H  -2.94747  -1.09141  -3.99130  0.31
C  6.04085  3.46224  -1.91975  -0.60
O  6.82276  3.42134  -0.74161  -0.38
C  6.27314  4.09297  0.37535  -0.76
C  5.20815  3.30299  1.14703  0.37
C  3.85455  3.23057  0.45029  -1.05
N  5.64866  1.93930  1.46512  -0.56
H  5.51468  4.41626  -2.01817  0.29
H  5.31734  2.64409  -1.95203  0.19
H  6.71823  3.34729  -2.76570  0.26
H  7.11777  4.26835  1.04705  0.37
H  5.89045  5.07762  0.07432  0.40
H  5.05858  3.83007  2.09429  0.35
H  3.83959  2.50184  -0.36044  -0.03
H  3.08460  2.92841  1.15887  0.25
H  3.56685  4.19925  0.03706  0.41
H  6.48328  1.97835  2.04312  0.26
H  5.96004  1.50392  0.60059  0.27
C  1.99131  -2.39274  7.18945  -0.67
O  1.64856  -2.02272  5.86940  -0.40
C  2.42556  -0.98070  5.31025  -0.40
C  3.78899  -1.41019  4.75077  0.55
C  4.83854  -1.69334  5.82224  -1.63
N  3.68528  -2.56726  3.85913  -0.65
H  2.30934  -1.52699  7.77861  0.31
H  2.77812  -3.15089  7.20473  0.24
H  1.10165  -2.82127  7.65100  0.26
H  1.82810  -0.59409  4.48011  0.09
H  2.53720  -0.16338  6.03667  0.46
H  4.15468  -0.56830  4.15344  0.31
H  4.69318  -2.66835  6.28696  0.31
H  5.83255  -1.69531  5.37519  0.39
H  4.82294  -0.93292  6.60647  0.35
H  3.07590  -2.33102  3.08008  0.22
H  3.17839  -3.29565  4.35565  0.33

Its SMILES is CC(=O)OCCC(=O)O[C@@](N)(COO)P(C)C.COC[C@@H](C)N.COC[C@@H](C)N.COC[C@@H](C)N.COC[C@@H](C)N. Its energy is -64139.5812 eV. As for the frontier orbital gap: 9.07 eV.

=====

No. 2
Computed, not measured: a structure of composition C25H62NbO9S, with wB97M-V/def2-TZVPD.

Last column: Mulliken charge in e.
Cartesian coordinates (Å):
C  6.14473  2.38175  3.32511  -0.99
C  6.80974  1.01276  3.16848  -0.48
C  5.83958  -0.09679  2.75903  0.29
C  6.61922  -1.25773  2.15091  -1.33
Nb  4.46981  -1.00130  4.32417  -0.89
C  2.51528  -0.96510  3.14377  -1.33
C  2.11427  0.46435  2.77244  0.03
C  1.56448  0.66056  1.36577  -0.67
S  2.60780  -0.17251  0.14841  -0.19
H  6.10198  2.70266  4.36128  0.25
H  5.11844  2.35515  2.96717  0.14
H  6.66816  3.14778  2.75580  0.35
H  7.60610  1.09378  2.41727  0.35
H  7.28362  0.72987  4.10491  0.26
H  5.17926  0.32131  1.98851  0.14
H  7.53861  -1.41928  2.70933  0.32
H  6.88265  -1.03259  1.11488  0.37
H  6.08575  -2.21020  2.14664  0.36
H  4.64561  -2.82321  4.06333  0.11
H  6.00907  -1.23438  5.32142  -0.03
H  4.30686  0.65789  5.13917  0.03
H  3.62237  -1.46869  5.90882  0.09
H  2.58232  -1.60964  2.26601  0.29
H  1.76422  -1.41573  3.79485  0.39
H  1.31081  0.77375  3.44085  0.47
H  2.92031  1.18538  2.93118  -0.10
H  0.54565  0.28703  1.29418  0.35
H  1.54907  1.71911  1.12252  0.46
H  2.34304  0.58455  -0.90047  -0.01
C  2.95172  -10.40850  6.89217  -0.77
O  2.81372  -9.05372  7.22528  -0.26
C  3.68332  -8.65076  8.26588  -0.56
C  3.94832  -7.16597  8.22799  -0.39
O  4.85774  -6.77105  7.22920  -0.43
C  4.34741  -6.62949  5.91044  -0.45
C  3.56120  -5.36705  5.67999  -0.43
O  2.26348  -5.47423  6.25133  -0.33
C  1.70607  -4.20221  6.51226  -0.58
H  2.68080  -11.06694  7.72918  0.31
H  2.28035  -10.60740  6.05893  0.23
H  3.97870  -10.64402  6.58658  0.32
H  4.63984  -9.18416  8.18428  0.34
H  3.23250  -8.90036  9.23926  0.39
H  4.43599  -6.91182  9.17323  0.37
H  3.00802  -6.61214  8.16100  0.21
H  3.75789  -7.50556  5.62258  0.21
H  5.23188  -6.57907  5.27336  0.38
H  3.47104  -5.19152  4.60065  0.38
H  4.09571  -4.51109  6.10498  0.28
H  2.34863  -3.61052  7.17162  0.32
H  0.74115  -4.36817  6.99088  0.25
H  1.56253  -3.62355  5.59383  0.18
C  -1.43741  -1.79214  -3.70229  -0.79
O  -1.51411  -0.43345  -3.34807  -0.28
C  -0.49282  -0.05275  -2.43829  -0.51
C  -0.22667  1.42615  -2.51169  -0.16
O  0.54400  1.82019  -3.63392  -0.42
C  -0.11550  1.89690  -4.87779  -0.45
C  -0.93612  3.14876  -5.05928  -0.54
O  -2.15375  3.07206  -4.34522  -0.25
C  -2.70308  4.33668  -4.06838  -0.87
H  -1.58826  -2.44892  -2.83689  0.33
H  -2.22472  -1.98233  -4.42955  0.24
H  -0.46723  -2.03461  -4.15197  0.32
H  0.43339  -0.60037  -2.64709  0.38
H  -0.80841  -0.30077  -1.41556  0.35
H  0.38500  1.68455  -1.64529  0.22
H  -1.16007  1.99240  -2.45085  0.15
H  -0.72933  1.01164  -5.06577  0.22
H  0.68512  1.93030  -5.62056  0.38
H  -1.14317  3.27829  -6.13313  0.39
H  -0.35088  4.01206  -4.71709  0.33
H  -2.00857  4.96264  -3.49558  0.37
H  -3.60334  4.17771  -3.47836  0.24
H  -2.97209  4.86772  -4.99000  0.34
C  -4.99428  3.76581  -6.96057  -0.75
O  -5.92835  4.81861  -6.90081  -0.25
C  -6.32463  5.27647  -8.17585  -0.57
C  -7.66195  5.96858  -8.10710  -0.42
O  -8.76071  5.08603  -7.98551  -0.44
C  -9.01311  4.54619  -6.70260  -0.34
C  -9.71557  5.49459  -5.76519  -0.58
O  -8.82187  6.46555  -5.25991  -0.25
C  -9.47446  7.62178  -4.79794  -0.77
H  -4.05357  4.08843  -7.42442  0.34
H  -4.79172  3.45074  -5.94005  0.13
H  -5.39125  2.91343  -7.52366  0.40
H  -6.39075  4.43520  -8.87812  0.34
H  -5.58334  5.99070  -8.56558  0.40
H  -7.81281  6.47740  -9.06171  0.39
H  -7.65883  6.71645  -7.30977  0.21
H  -8.09861  4.16613  -6.24043  0.17
H  -9.68957  3.70720  -6.87814  0.38
H  -10.14028  4.91106  -4.93488  0.40
H  -10.54180  5.98209  -6.29948  0.34
H  -10.07454  8.08473  -5.59106  0.32
H  -8.70515  8.32137  -4.47908  0.23
H  -10.13161  7.40746  -3.94612  0.32

Its energy is -57733.1475 eV. Its net charge is -1. As for the frontier orbital gap: 6.38 eV.